1:
Here is a cluster of 2 separate species, C2H8N2 in total from the Open Molecules 2025 dataset. Energies are from the ωB97M-V functional and the def2-TZVPD basis.

Output
2S+1 = 1
HOMO energy = -7.995 eV
SMILES = C=CN.N
LUMO energy = 0.94 eV
total charge = 0

Last column: natural (NBO) charge in e.
CARTESIAN COORDINATES (ANGSTROEM)
C -1.76 -1.30 1.69  -0.54
C -0.61 -1.02 1.09  0.02
N -0.40 0.00 0.20  -0.83
H -2.68 -0.81 1.40  0.19
H -1.76 -2.10 2.42  0.21
H 0.28 -1.58 1.36  0.18
H -1.12 0.70 0.15  0.38
H 0.28 0.08 -0.52  0.39
N 1.83 1.53 -1.91  -1.12
H 2.41 2.32 -1.68  0.38
H 1.98 0.72 -1.34  0.37
H 1.55 1.47 -2.87  0.38

2:
Here is a cluster of 2 separate species, C2H8N2 in total from the Open Molecules 2025 dataset. Energies are from the ωB97M-V functional and the def2-TZVPD basis.

Output
2S+1 = 1
HOMO energy = -8.402 eV
SMILES = C=N.CN
LUMO energy = 0.96 eV
total charge = 0

Last column: natural (NBO) charge in e.
CARTESIAN COORDINATES (ANGSTROEM)
C 1.67 -0.55 -0.76  0.02
N 2.23 -1.64 -0.44  -0.70
H 1.12 0.15 -0.10  0.19
H 1.80 -0.06 -1.75  0.11
H 1.99 -2.45 -1.02  0.37
C -1.44 0.17 0.82  -0.42
N -0.63 1.27 0.30  -0.83
H -1.08 -0.13 1.81  0.20
H -1.32 -0.74 0.23  0.20
H -2.50 0.43 0.90  0.18
H -0.98 2.14 0.69  0.36
H -0.85 1.41 -0.68  0.35

Stability, descending: 1, 2

1:
Here is a structure of composition C4H11NO3 from the Open Molecules 2025 dataset. Energies are from the ωB97M-V functional and the def2-TZVPD basis.

Output
2S+1 = 1
HOMO energy = -8.403 eV
LUMO energy = 0.63 eV
total charge = 0

Last column: natural (NBO) charge in e.
CARTESIAN COORDINATES (ANGSTROEM)
C -0.82 -0.13 -0.50  0.21
C 1.21 0.37 0.22  0.23
C -1.68 1.02 0.00  -0.69
C 2.38 -0.57 0.10  -0.66
N -0.17 -0.99 0.34  -0.09
O -0.70 -1.13 1.59  -0.53
O -1.99 -1.36 -1.11  -0.92
O 1.33 1.47 -0.60  -0.68
H -1.33 -0.42 1.80  0.45
H 1.60 1.18 -1.49  0.48
H -2.77 -1.61 -0.60  0.45
H -0.41 -0.09 -1.50  0.23
H 1.05 0.77 1.22  0.17
H -2.06 1.57 -0.86  0.25
H 2.39 -1.04 -0.89  0.21
H 3.32 -0.02 0.22  0.21
H -2.54 0.62 0.55  0.22
H -1.14 1.71 0.64  0.22
H 2.33 -1.35 0.86  0.24

2:
Here is a cluster of 2 separate species, C4H11NO3 in total from the Open Molecules 2025 dataset. Energies are from the ωB97M-V functional and the def2-TZVPD basis.

Output
2S+1 = 1
HOMO energy = -9.041 eV
SMILES = C[C@@H](N)CC(=O)O.O
LUMO energy = 0.45 eV
total charge = 0

Last column: natural (NBO) charge in e.
CARTESIAN COORDINATES (ANGSTROEM)
C 0.65 1.06 0.83  -0.63
C -0.13 1.07 -0.56  -0.06
N -0.36 2.42 -1.24  -0.87
C 0.72 0.19 -1.45  -0.55
C 0.25 -1.23 -1.02  0.81
O 0.93 -2.10 -0.63  -0.55
O -1.14 -1.30 -1.15  -0.78
H 1.22 2.10 0.93  0.22
H -0.09 0.91 1.55  0.21
H 1.37 0.20 0.83  0.22
H -1.19 0.67 -0.45  0.24
H -1.27 2.76 -1.32  0.37
H 0.31 3.10 -1.17  0.36
H 1.84 0.19 -1.63  0.25
H 0.62 0.37 -2.63  0.25
H -1.66 -2.13 -1.40  0.52
O -0.56 -0.40 4.24  -0.91
H -1.37 -0.52 3.96  0.45
H -0.04 -0.73 3.51  0.46

3:
Here is a cluster of 3 separate species, C4H11NO3 in total from the Open Molecules 2025 dataset. Energies are from the ωB97M-V functional and the def2-TZVPD basis.

Output
2S+1 = 1
HOMO energy = -9.701 eV
LUMO energy = -5.30 eV
total charge = 0

Last column: natural (NBO) charge in e.
CARTESIAN COORDINATES (ANGSTROEM)
C -0.73 0.26 0.05  -0.24
N -0.33 0.79 1.28  -0.41
C 0.21 2.17 1.11  0.83
O -0.58 2.99 0.56  -0.63
O 1.43 2.31 1.51  -0.53
C 0.35 0.43 -1.04  -0.38
C -0.15 0.29 -2.45  -0.63
H -1.59 0.82 -0.36  0.25
H -1.01 -0.86 0.07  0.24
H 0.33 0.25 1.88  0.42
H 0.54 -1.84 0.58  -0.06
H 1.00 1.33 -1.08  0.26
H 1.00 -0.46 -0.83  0.21
H -1.09 -0.28 -2.48  0.20
H 0.50 -0.15 -3.18  0.23
H -0.43 1.21 -2.93  0.23
H 0.03 -2.47 1.89  0.42
H 0.58 -3.76 2.57  0.47
O -0.06 -3.03 2.84  -0.90

Stability, descending: 2, 1, 3

1:
Here is a cluster of 2 separate species, C3H11NOS in total from the Open Molecules 2025 dataset. Energies are from the ωB97M-V functional and the def2-TZVPD basis.

Output
2S+1 = 1
HOMO energy = -9.402 eV
SMILES = C[C@H](N)CS.O
LUMO energy = 0.75 eV
total charge = 0

Last column: natural (NBO) charge in e.
CARTESIAN COORDINATES (ANGSTROEM)
C -1.68 0.80 0.77  -0.61
C -0.51 0.09 0.11  -0.07
N 0.64 0.14 1.03  -0.85
C -0.26 0.74 -1.26  -0.52
S 1.14 -0.04 -2.13  -0.06
H -1.47 1.87 0.88  0.20
H -2.60 0.68 0.20  0.21
H -1.84 0.40 1.77  0.23
H -0.78 -0.95 -0.05  0.19
H 0.94 1.10 1.10  0.35
H 1.43 -0.34 0.62  0.37
H -0.01 1.78 -1.12  0.21
H -1.17 0.68 -1.84  0.21
H 1.30 0.94 -3.03  0.13
O -0.50 -1.73 3.11  -0.97
H 0.13 -1.07 2.78  0.50
H -1.25 -1.82 2.53  0.46

2:
Here is a cluster of 2 separate species, C3H11NOS in total from the Open Molecules 2025 dataset. Energies are from the ωB97M-V functional and the def2-TZVPD basis.

Output
2S+1 = 1
HOMO energy = -8.357 eV
SMILES = CNCCS.O
LUMO energy = 0.89 eV
total charge = 0

Last column: natural (NBO) charge in e.
CARTESIAN COORDINATES (ANGSTROEM)
C -0.19 1.59 0.10  -0.41
N 0.35 0.44 0.75  -0.64
C 0.79 -0.66 -0.10  -0.22
C 2.27 -1.00 -0.07  -0.54
S 3.29 0.49 0.06  -0.04
H -0.88 1.33 -0.71  0.19
H 0.56 2.21 -0.42  0.16
H -0.77 2.23 0.74  0.20
H 1.08 0.68 1.40  0.37
H 0.22 -1.54 0.18  0.20
H 0.49 -0.41 -1.12  0.18
H 2.49 -1.66 0.76  0.21
H 2.44 -1.68 -0.90  0.22
H 4.30 -0.06 0.75  0.13
O -5.15 -0.51 -0.36  -0.94
H -5.35 -1.45 -0.53  0.47
H -5.96 0.00 -0.52  0.47

3:
Here is a cluster of 2 separate species, C3H11NOS in total from the Open Molecules 2025 dataset. Energies are from the ωB97M-V functional and the def2-TZVPD basis.

Output
2S+1 = 1
HOMO energy = -8.834 eV
SMILES = CNCCS.O
LUMO energy = 0.84 eV
total charge = 0

Last column: natural (NBO) charge in e.
CARTESIAN COORDINATES (ANGSTROEM)
C 0.75 -0.29 -1.70  -0.42
N -0.22 -0.13 -0.57  -0.65
C 0.01 1.13 0.12  -0.22
C -1.06 1.43 1.16  -0.53
S -1.49 0.01 2.21  -0.03
H 1.19 -1.29 -1.65  0.19
H 1.52 0.49 -1.69  0.19
H 0.26 -0.24 -2.68  0.19
H -1.12 -0.12 -1.03  0.36
H 0.98 1.05 0.62  0.19
H 0.14 1.93 -0.62  0.18
H -0.71 2.25 1.78  0.22
H -1.99 1.78 0.73  0.22
H -0.26 -0.49 2.38  0.13
O 0.52 -2.73 0.61  -0.97
H 1.27 -2.95 0.05  0.46
H 0.21 -1.86 0.28  0.49

4:
Here is a cluster of 2 separate species, C3H11NOS in total from the Open Molecules 2025 dataset. Energies are from the ωB97M-V functional and the def2-TZVPD basis.

Output
2S+1 = 1
HOMO energy = -8.425 eV
SMILES = CSC.NCO
LUMO energy = 0.79 eV
total charge = 0

Last column: natural (NBO) charge in e.
CARTESIAN COORDINATES (ANGSTROEM)
C 2.41 0.66 -0.35  -0.74
S 2.68 0.41 -2.13  0.17
C 1.43 1.57 -2.73  -0.74
H 2.40 1.72 -0.13  0.21
H 3.19 0.10 0.16  0.23
H 1.43 0.29 -0.06  0.21
H 0.45 1.19 -2.45  0.21
H 1.58 2.58 -2.34  0.21
H 1.48 1.62 -3.81  0.23
N -2.51 -1.69 1.02  -0.88
C -1.87 -1.34 2.22  0.08
O -1.63 0.08 2.28  -0.74
H -3.43 -2.10 1.06  0.38
H -1.97 -2.10 0.27  0.38
H -2.50 -1.60 3.07  0.16
H -0.88 -1.79 2.31  0.16
H -2.26 0.41 1.62  0.47

Stability, descending: 1, 3, 4, 2